No. 1
DFT (ωB97M-V with the def2-TZVPD basis set) results for a gas-phase ion, C4H7IN (charge +1) at a distorted geometry.

Each line ends with the Mulliken charge.
Atoms and positions in Å:
C1 3.288 -0.681 -0.084  -0.70
C2 2.039 -0.883 0.436  0.28
C3 -3.520 1.192 -0.189  -0.60
C4 -2.354 1.161 0.496  -0.06
N1 0.965 -1.028 -0.404  -0.52
I1 -1.020 -0.463 -0.284  0.49
H1 4.075 -0.770 0.684  0.27
H2 3.538 -0.713 -1.194  0.25
H3 1.880 -0.820 1.497  0.36
H4 -3.668 0.610 -1.084  0.21
H5 -4.470 1.696 0.086  0.25
H6 -1.941 1.558 1.376  0.43
H7 1.188 -0.858 -1.337  0.33

Computed properties:
Kohn-Sham gap (alpha / beta) = 6.42 / 6.71 eV
charge = +1
HOMO energy (alpha / beta) = -13.1 / -13.3 eV

No. 2
DFT (ωB97M-V with the def2-TZVPD basis set) results for a molecular structure, C4H7IN2 at a distorted geometry.

Each line ends with the Mulliken charge.
Atoms and positions in Å:
C1 -0.188 -2.045 -0.434  -1.11
C2 1.029 -1.187 -0.506  -0.33
C3 1.202 -0.117 0.167  0.73
C4 1.349 0.876 0.956  -1.14
N1 -1.461 1.605 0.392  -0.36
N2 -1.317 0.987 -0.824  -0.45
I1 -2.188 -0.782 -0.934  0.32
H1 -0.325 -2.658 -1.252  0.52
H2 -0.390 -2.421 0.597  0.39
H3 1.550 -1.353 -1.478  0.19
H4 0.976 1.877 0.685  0.29
H5 1.991 1.204 1.625  0.48
H6 -0.517 1.458 0.821  0.20
H7 -1.710 2.556 0.185  0.27

Computed properties:
Kohn-Sham gap (alpha / beta) = 7.43 / 7.43 eV
HOMO energy (alpha / beta) = -7.6 / -7.6 eV

No. 3
DFT (ωB97M-V with the def2-TZVPD basis set) results for a molecular structure, C4H7IO at a distorted geometry.

Each line ends with the Mulliken charge.
Atoms and positions in Å:
C1 0.019 1.033 -0.035  0.24
C2 0.760 -0.127 0.481  0.31
C3 -1.341 0.975 -0.697  -1.26
C4 0.411 -1.556 0.521  -1.02
O1 0.212 0.793 1.329  -0.40
I1 3.326 0.103 -0.302  -0.19
H1 0.603 1.838 -0.423  0.41
H2 -2.048 0.348 -0.088  0.34
H3 -1.443 0.195 -1.487  0.31
H4 -1.660 2.031 -0.953  0.29
H5 1.370 -2.122 0.568  0.32
H6 -0.141 -1.800 -0.340  0.28
H7 -0.067 -1.712 1.427  0.36

Computed properties:
Kohn-Sham gap = 8.13 eV
HOMO energy = -9.0 eV

No. 4
DFT (ωB97M-V with the def2-TZVPD basis set) results for 2 unconnected molecules or ions with the total composition C4H7IO at a distorted geometry.

Each line ends with the Mulliken charge.
Atoms and positions in Å:
C1 0.611 1.254 -0.217  -1.24
C2 0.927 0.014 -0.164  0.22
C3 0.742 -1.053 -1.141  -1.03
H1 0.745 1.720 0.722  0.50
H2 0.095 1.627 -1.118  0.40
H3 1.416 -0.402 0.828  0.25
H4 -0.239 -0.780 -1.603  0.26
H5 0.708 -1.967 -0.698  0.34
H6 1.669 -1.015 -1.797  0.29
O1 -2.360 -0.843 0.669  -0.36
C4 -1.784 0.124 1.020  -0.02
I1 -0.984 0.250 3.090  -0.04
H7 -1.547 1.071 0.409  0.44

Computed properties:
Kohn-Sham gap = 9.86 eV
structure (SMILES) = C=CC.O=CI
HOMO energy = -9.7 eV

No. 5
DFT (ωB97M-V with the def2-TZVPD basis set) results for a molecular structure, C4H7LiNiO2 at a distorted geometry.

Each line ends with the Löwdin spin population.
Atoms and positions in Å:
O1 -1.064 -1.629 -0.896  0.27
C1 -1.068 -1.538 0.442  0.60
C2 -0.538 -0.301 1.099  0.09
Li1 -2.613 -2.376 -1.491  0.01
H1 -1.181 -2.466 1.015  0.04
H2 -1.331 0.468 1.144  0.03
H3 -0.274 -0.541 2.140  0.00
C3 0.708 1.584 0.032  0.07
C4 0.683 0.278 0.408  0.06
O2 1.828 2.181 -0.401  0.02
H4 -0.185 2.218 0.077  0.00
H5 1.556 -0.386 0.374  0.00
H6 1.615 -0.276 -2.085  0.20
H7 1.983 3.007 0.068  0.00
Ni1 -0.117 -0.224 -1.925  1.61

Computed properties:
2S+1 = 4
Kohn-Sham gap (alpha / beta) = 5.96 / 8.05 eV
expectation value of S² = 3.76
charge = +1
HOMO energy (alpha / beta) = -10.5 / -13.1 eV

No. 6
DFT (ωB97M-V with the def2-TZVPD basis set) results for a molecular structure, C4H7N at a distorted geometry.

Each line ends with the Mulliken charge.
Atoms and positions in Å:
C1 1.188 -0.745 0.268  -1.24
C2 -0.433 1.223 0.611  -0.08
C3 0.299 0.334 -0.316  0.14
C4 -1.284 -0.222 -0.517  -0.53
N1 -1.613 0.707 0.530  -0.55
H1 -0.065 2.100 1.149  0.35
H2 0.768 0.857 -1.157  0.33
H3 -1.515 -1.267 -0.294  0.32
H4 -1.609 0.080 -1.512  0.27
H5 1.457 -1.481 -0.496  0.31
H6 2.118 -0.311 0.649  0.34
H7 0.691 -1.276 1.084  0.33

Computed properties:
Kohn-Sham gap = 10.49 eV
HOMO energy = -9.4 eV

No. 7
DFT (ωB97M-V with the def2-TZVPD basis set) results for a single C4H7N molecule at a distorted geometry.

Each line ends with the Mulliken charge.
Atoms and positions in Å:
C1 1.582 -0.111 -0.010  -0.98
C2 0.231 0.243 -0.605  -0.25
C3 -0.810 0.418 0.360  0.04
C4 -1.846 -0.599 0.423  -0.35
N1 -2.219 0.425 -0.213  -0.50
H1 2.075 -1.015 -0.435  0.27
H2 1.601 -0.270 1.139  0.30
H3 2.141 0.890 -0.156  0.25
H4 -0.249 -0.589 -1.272  0.28
H5 0.353 1.130 -1.326  0.27
H6 -0.695 1.039 1.258  0.40
H7 -2.163 -1.562 0.837  0.27

Computed properties:
Kohn-Sham gap = 10.76 eV
structure (SMILES) = CC[C@@H]1C=N1
HOMO energy = -9.7 eV

No. 8
DFT (ωB97M-V with the def2-TZVPD basis set) results for a single C4H7N molecule at a distorted geometry.

Each line ends with the Mulliken charge.
Atoms and positions in Å:
H1 2.092 -0.552 2.242  0.25
N1 1.492 -0.712 1.458  -0.59
C1 0.868 0.267 0.972  -0.24
C2 -0.127 0.253 -0.109  0.80
C3 -0.585 1.392 -0.621  -0.84
C4 -0.504 -1.138 -0.518  -1.41
H2 1.229 1.232 1.302  0.31
H3 -1.312 1.253 -1.334  0.33
H4 -0.200 2.322 -0.127  0.23
H5 0.124 -1.636 -1.176  0.36
H6 -0.647 -1.850 0.191  0.39
H7 -1.328 -1.071 -1.131  0.42

Computed properties:
Kohn-Sham gap = 10.43 eV
structure (SMILES) = [H]/N=C/C(=C)C
HOMO energy = -9.6 eV

No. 9
DFT (ωB97M-V with the def2-TZVPD basis set) results for a single C4H7N molecule at a distorted geometry.

Each line ends with the Mulliken charge.
Atoms and positions in Å:
C1 1.761 -0.605 -0.186  -0.30
N1 0.607 -1.149 -0.239  -0.38
C2 -0.425 -0.201 0.166  0.41
C3 -0.708 -0.114 1.474  -0.72
C4 -1.007 0.618 -0.950  -0.91
H1 2.662 -1.230 -0.252  0.27
H2 1.905 0.484 -0.315  0.24
H3 0.108 -0.223 2.183  0.24
H4 -1.712 0.086 1.840  0.27
H5 -0.171 1.242 -1.271  0.23
H6 -1.884 1.177 -0.652  0.36
H7 -1.136 -0.084 -1.799  0.31

Computed properties:
Kohn-Sham gap = 9.75 eV
structure (SMILES) = C=NC(=C)C
HOMO energy = -8.7 eV

No. 10
DFT (ωB97M-V with the def2-TZVPD basis set) results for a single C4H7N molecule at a distorted geometry.

Each line ends with the Mulliken charge.
Atoms and positions in Å:
C1 1.156 -0.205 -2.668  -0.27
C2 0.511 -0.328 -1.528  -0.35
C3 0.035 -0.692 -0.160  -0.49
C4 -0.840 0.143 0.769  -0.39
N1 -0.005 1.202 1.358  -0.65
H1 1.398 -0.045 -3.638  0.45
H2 1.012 -0.893 0.423  0.20
H3 -0.234 -1.889 -0.435  0.29
H4 -1.578 0.797 0.297  0.34
H5 -1.122 -0.437 1.622  0.33
H6 -0.903 1.652 1.792  0.29
H7 0.568 0.694 2.168  0.24

Computed properties:
Kohn-Sham gap = 10.04 eV
structure (SMILES) = C#CCCN
HOMO energy = -9.3 eV

Calculated calculated total energy (eV), listed in the same order as above: -13840.2968 -15334.9245 -14406.9166 -14407.4778 -49594.3747 -5749.7007 -5748.6603 -5749.8078 -5749.2382 -5747.1849
Calculated energy above the lowest of the compared OMol25 structures with the same formula, charge and spin (kJ/mol), listed in the same order as above: 478.5 694.7 223.5 169.3 42.7 165.6 266.0 155.2 210.2 408.3